Below is one molecule with the formula C2H5N5O, with properties calculated with ωB97M-V/def2-TZVPD.

```
! wB97M-V def2-TZVPD RIJCOSX def2/J DEFGRID3
* xyz 0 1
C -1.87510 -0.14151 0.17728
C 1.68220 -0.57301 0.17058
H -2.58047 -0.93046 -0.23612
H -2.05465 -0.12298 1.28694
H -2.20892 0.80961 -0.19070
H 1.21484 2.04406 0.38376
H 1.19952 1.49690 -1.20940
N -0.52564 -0.50276 -0.16349
N -0.11411 -1.74861 -0.22232
N 1.16842 -1.82261 -0.12951
N 0.57648 0.24400 0.29438
N 0.63204 1.53478 -0.29371
O 2.88540 -0.28740 0.13229
*
```

Its SMILES is Cn1nnc(=O)n1N. The HOMO energy comes out at -9.7 eV. The value obtained for the energy above the lowest of the compared OMol25 structures with the same formula, charge and spin is 248.2 kJ/mol. The total energy comes out at -428.128582 a.u. The HOMO-LUMO gap comes out at 0.35489 hartree.

Results of the Löwdin charge analysis, in e, for atoms 1 through 4: C -0.036; C -0.529; H 0.112; H 0.100



Below is one molecule with the formula C2H5N5O, with properties calculated with ωB97M-V/def2-TZVPD.

```
! wB97M-V def2-TZVPD RIJCOSX def2/J DEFGRID3
* xyz 0 1
C 0.02890 0.40276 -0.97679
C -0.52342 -0.46242 1.03435
H 0.32149 0.96311 -2.84855
H 1.40950 1.62941 -1.78092
H -2.52319 -0.60332 0.35420
H 2.23156 0.90268 0.78167
H 2.39543 -0.50424 -0.09253
N 0.86493 0.80170 -2.00881
N -1.24834 0.22177 -1.06133
N -1.57788 -0.30306 0.17563
N 0.53550 0.04564 0.25232
N 1.86199 -0.02879 0.63339
O -0.49013 -0.89881 2.16280
*
```

Its SMILES is Nc1n[nH]c(=O)n1N. The HOMO energy comes out at -8.5 eV. The value obtained for the energy above the lowest of the compared OMol25 structures with the same formula, charge and spin is 0.0 kJ/mol. The total energy comes out at -428.223125 a.u. The HOMO-LUMO gap comes out at 0.33248 hartree.

Results of the Löwdin charge analysis, in e, for atoms 1 through 4: C -0.433; C -0.493; H 0.095; H 0.093



Below is a 2-piece molecular cluster, C2H5N5O2S overall, with properties calculated with ωB97M-V/def2-TZVPD.

```
! wB97M-V def2-TZVPD RIJCOSX def2/J DEFGRID3
* xyz 0 1
C -2.20353 -0.59090 -1.23987
C -1.69023 0.59083 -0.82681
N -1.88116 -1.53320 -0.32767
N -1.07678 -1.11542 0.53404
N -1.03576 0.25044 0.37414
N 2.37638 0.55859 0.75179
N -0.56460 1.09560 1.23333
O 1.32652 -0.30900 -1.31478
O 2.91894 -1.72700 0.02818
S 1.80824 -0.81980 -0.01487
H -2.90219 -0.79668 -1.99928
H -1.53991 1.54940 -1.16537
H 1.80205 1.38896 0.52414
H 3.02856 0.80596 1.39911
H -0.36651 0.65220 2.04393
*
```

The HOMO energy (alpha / beta) comes out at -9.9 / -9.3 eV. The value obtained for the energy above the lowest of the compared OMol25 structures with the same formula, charge and spin is 279.1 kJ/mol. The total energy comes out at -901.461964 a.u. The HOMO-LUMO gap (alpha / beta) comes out at 0.30477 / 0.25412 hartree.

Results of the Löwdin charge analysis, in e, for atoms 1 through 4: C -0.116; C -0.011; N 0.009; N 0.016